{
  "formula": "C4H13N2O",
  "method": "ωB97M-V with the def2-TZVPD basis set",
  "species": ["N", "C", "O", "H", "H", "H", "H", "C", "C", "C", "N", "H", "H", "H", "H", "H", "H", "H", "H", "H"],
  "positions_angstrom": [[1.3560, 2.2579, -1.8683], [1.0218, 2.3113, -0.3814], [0.8934, 1.0731, 0.0481], [1.9054, 3.0871, -2.1437], [1.8914, 1.4342, -2.0599], [1.7928, 2.9609, 0.0669], [0.0443, 2.8679, -0.3061], [-0.2125, -1.3043, 1.1555], [-1.3050, -1.0526, 0.1786], [-0.7255, -1.1034, -1.2407], [-0.7141, -1.2712, 2.5057], [0.5538, -0.5124, 1.1228], [0.1509, -2.3194, 0.8651], [-1.6646, -0.0316, 0.3881], [-2.1579, -1.7465, 0.3107], [-0.4132, -2.1422, -1.3997], [0.1631, -0.4333, -1.1614], [-1.4400, -0.8475, -2.0406], [0.0191, -1.0685, 3.1628], [-1.1593, -2.1593, 2.7970]],
  "orbital_gap_ev": 6.96,
  "e_tot_ev": -9385.8487,
  "homo_energy_ha": -0.1018,
  "total_charge": -1,
  "lumo_ev": 4.2
}



{
  "formula": "C4H13N2O",
  "method": "ωB97M-V with the def2-TZVPD basis set",
  "species": ["N", "C", "C", "C", "O", "C", "N", "H", "H", "H", "H", "H", "H", "H", "H", "H", "H", "H", "H", "H"],
  "positions_angstrom": [[0.1587, 1.3606, 0.5187], [0.1430, -0.1251, 0.5546], [0.6807, -0.6574, -0.7932], [2.1883, -0.7294, -0.8406], [0.0881, 0.0839, -1.8347], [-1.3563, -0.5569, 0.6680], [-1.9319, 0.3597, 1.7212], [-0.2945, 1.6043, 1.4304], [1.0905, 1.8108, 0.3663], [-0.3194, 1.7507, -0.3240], [0.6707, -0.5566, 1.4055], [0.2961, -1.7059, -0.8182], [2.7268, 0.1274, -0.4268], [2.6033, -1.5683, -0.2653], [2.4513, -1.0607, -1.8562], [0.5859, -0.1643, -2.6321], [-1.4714, -1.5237, 1.1547], [-1.8197, -0.2404, -0.2596], [-2.0897, -0.1448, 2.5836], [-2.7466, 0.8939, 1.4617]],
  "orbital_gap_ev": [3.83, 10.52],
  "e_tot_ev": -9382.6197,
  "homo_energy_ha": [-0.1078, -0.3656],
  "spin_multiplicity": 2,
  "total_charge": 0,
  "lumo_ev": [0.9, 0.6]
}



{
  "formula": "C4H13N2O",
  "method": "ωB97M-V with the def2-TZVPD basis set",
  "species": ["N", "C", "C", "N", "C", "C", "O", "H", "H", "H", "H", "H", "H", "H", "H", "H", "H", "H", "H", "H"],
  "positions_angstrom": [[-1.5660, -0.1307, -1.1194], [-1.5759, -1.1757, -0.0676], [-0.2456, -1.3805, 0.8029], [0.2596, -0.1136, 1.3867], [1.4724, 0.3417, 0.6856], [1.2387, 1.7062, -0.0052], [0.7919, 1.4422, -1.3225], [-1.0523, 0.6541, -0.7658], [-2.4652, 0.3250, -1.2948], [-1.2159, -0.4116, -2.1377], [-2.2001, -0.8937, 0.7252], [-1.8788, -2.2067, -0.4865], [-0.5759, -2.1139, 1.5107], [0.4683, -1.7886, 0.1154], [0.2786, -0.0978, 2.3222], [2.3910, 0.3981, 1.2339], [1.7551, -0.3817, -0.1136], [2.1491, 2.4326, -0.0470], [0.4174, 2.1928, 0.4227], [1.5538, 1.2020, -1.8453]],
  "orbital_gap_ev": 9.75,
  "e_tot_ev": -9378.6780,
  "homo_energy_ha": -0.4827,
  "total_charge": 1,
  "lumo_ev": -3.4
}



Table of ΔE to the lowest compared entry with this formula, charge and spin (eV), in record order: 1.014, 2.070, 2.906